Density functional theory data (ωB97M-V with the def2-TZVPD basis set) for a structure of composition C8H15LiNO8.

Structure (XYZ):
```
33
Properties=species:S:1:pos:R:3:forces:R:3
Li -2.0626 -1.0848 1.0119 -0.51 -1.19 0.11
C -4.1896 0.0092 0.2505 0.74 -0.45 0.39
O -4.9892 0.7345 -0.2676 -3.93 3.01 -2.59
O -4.0730 -1.1611 -0.1494 0.31 -3.14 -1.15
O -3.4483 0.3971 1.1444 3.07 0.92 3.16
C -1.7312 -3.5136 1.7110 -1.16 2.14 2.08
O -2.0895 -3.3751 0.5647 -0.89 0.68 -6.87
O -1.7425 -4.5402 2.3124 0.84 -6.92 2.66
O -1.5912 -2.4603 2.3853 1.70 5.07 1.95
C 1.9449 -0.0023 -3.6142 -0.56 1.29 0.29
O 0.8826 -0.0815 -2.6608 0.91 0.87 -0.23
C 0.8463 1.1050 -1.8081 -1.50 -0.20 -0.27
C -0.3874 0.9264 -0.8810 0.14 0.00 0.09
N -0.4722 -0.4219 -0.3371 -0.01 0.63 -0.27
C 0.6643 -0.7269 0.4581 1.87 -0.37 1.71
C 1.0102 0.1992 1.6662 0.41 -1.05 -1.28
O 1.7509 1.3513 1.2314 0.06 0.16 -0.43
C 2.0735 2.2412 2.2670 -0.45 -0.06 -0.36
H 2.9090 0.0633 -3.1099 0.23 -0.48 0.01
H 1.8491 0.9419 -4.1503 -0.02 0.43 -0.12
H 1.9133 -0.7268 -4.4279 -0.21 -0.64 0.69
H 0.6375 2.0231 -2.3574 0.00 -0.02 -0.79
H 1.7790 1.3347 -1.2929 0.16 -0.77 0.24
H -1.3510 1.1030 -1.3589 0.25 0.11 -0.58
H -0.3468 1.6670 -0.0823 0.15 -0.06 0.09
H -0.1520 -0.9862 -1.1111 -1.59 -0.57 -0.72
H 1.5217 -0.8438 -0.2047 0.88 0.68 0.05
H 0.5648 -1.7691 0.7613 -0.46 0.11 0.86
H 1.7154 -0.3614 2.2800 -0.39 -0.22 0.52
H 0.0915 0.4679 2.1875 0.03 0.09 0.25
H 2.5230 3.1314 1.8270 -0.11 0.05 -0.13
H 2.8012 1.8494 2.9776 0.02 -0.37 0.23
H 1.1483 2.5096 2.7770 0.04 0.25 0.39
```
Positions in Å, forces in eV/Å.

The LUMO energy (alpha / beta) is 0.161 / 0.161 Eh. Its energy is -26612.265 eV. The total charge is -2. Its HOMO energy (alpha / beta) is 0.67 / 1.50 eV. The spin multiplicity is 2.

natural (NBO) population analysis, charges in e, atoms 1 to 6: 0.866 0.882 -0.703 -0.536 -0.786 0.894


Density functional theory data (ωB97M-V with the def2-TZVPD basis set) for the ion C8H15N2O with charge +1.

Structure (XYZ):
```
26
Properties=species:S:1:pos:R:3:forces:R:3
C 2.3987 -1.6301 -0.1312 1.73 0.78 2.78
N 1.4644 -0.6477 -0.4987 -1.16 0.78 -0.25
C 1.7269 0.6102 -0.3319 -3.58 -0.46 -2.08
O 2.8916 0.9604 -0.0452 3.48 2.76 1.25
C 0.6384 1.5783 -0.6082 -0.70 1.31 2.70
C -0.2956 1.0477 -1.6587 0.05 0.19 -0.68
N -1.3327 0.3657 -1.4787 -0.29 -0.85 -0.43
C -1.9120 0.1026 -0.2060 0.69 2.81 1.57
C -2.5719 -1.2173 -0.0094 -2.82 -1.14 1.28
C -0.9702 0.4722 1.0409 -0.64 -2.65 0.26
C -0.2049 1.7296 0.8212 1.34 -0.56 -1.54
H 1.8857 -2.5275 0.1142 -0.16 -0.93 -0.20
H 2.8074 -1.2085 0.8910 -0.01 -1.35 -2.08
H 3.1392 -1.6916 -0.9181 0.45 -0.53 0.26
H 0.5347 -0.9102 -0.8357 0.41 0.31 0.15
H 3.0734 1.9733 -0.0061 -0.70 -2.41 -0.08
H 1.1913 2.5532 -0.6528 -1.10 -0.48 -1.06
H -0.0747 1.1317 -2.6996 0.75 0.57 -0.67
H -2.6866 0.9468 -0.2038 0.48 -1.25 0.33
H -3.5676 -1.2741 -0.5945 1.89 -0.18 0.53
H -2.9650 -1.2722 1.0956 0.90 0.11 -1.92
H -1.9485 -2.1304 -0.1510 -0.36 0.79 -0.19
H -0.2343 -0.3371 1.3157 -0.96 0.31 -0.45
H -1.7698 0.3778 1.8091 1.09 0.99 0.22
H -0.9049 2.5109 0.8372 -0.69 1.56 -0.83
H 0.5958 2.0552 1.4653 -0.07 -0.48 1.11
```
Positions in Å, forces in eV/Å.

The LUMO energy is -0.128 Eh. Its energy is -13558.625 eV. The total charge is +1. As for the structure (SMILES): C/[NH+]=C(\O)[C@H]1C=N[C@@H](C)CC1. Its HOMO energy is -13.05 eV. The energy relative to the best compared isomer or geometry (same formula, charge and spin) is 2.665 eV. The spin multiplicity is 1.

natural (NBO) population analysis, charges in e, atoms 1 to 6: -0.430 -0.501 0.714 -0.593 -0.372 0.081


Density functional theory data (ωB97M-V with the def2-TZVPD basis set) for a structure of composition C8H15N2O.

Structure (XYZ):
```
26
Properties=species:S:1:pos:R:3:forces:R:3
C 0.6317 -1.3349 0.8038 0.37 1.48 -0.91
C -1.8982 -0.7186 -0.8007 0.56 0.41 1.83
C 0.5770 0.1136 1.1945 -0.29 0.78 0.69
C 1.5280 0.3966 0.2150 -1.95 -0.93 2.11
C -2.7229 0.5123 -0.7407 0.53 2.35 -2.95
C -0.2452 0.9223 2.1275 -1.28 -3.16 -0.44
C 2.2302 1.4565 -0.4581 -1.57 0.70 0.59
C 2.4830 -1.7013 -0.8962 1.50 0.11 0.16
N 1.5546 -0.8845 -0.2300 -0.85 -3.11 -1.56
N -2.2866 -1.7670 -0.1219 0.20 2.56 -2.04
O 0.1572 -2.4276 0.9567 0.22 0.64 0.24
H -1.0044 -0.6472 -1.3738 0.91 -0.74 -0.20
H -3.6656 0.1481 -0.5430 -2.51 -0.05 1.44
H -2.9231 0.7623 -1.8603 0.74 -0.14 1.45
H -2.4961 1.6033 -0.2834 0.10 -3.12 -0.62
H -0.9546 0.3249 2.7338 0.39 -0.25 -0.50
H -0.8560 1.6050 1.6510 -1.11 1.80 -1.11
H 0.3111 1.3640 2.8406 2.04 1.91 2.30
H 1.6714 1.6134 -1.3583 -0.30 0.42 -0.79
H 3.1597 1.1255 -0.7381 2.42 -0.70 -0.69
H 2.3071 2.3598 0.0960 -0.04 0.73 0.45
H 2.2069 -2.0734 -1.8681 -0.49 -0.31 -0.23
H 3.3463 -1.0970 -1.0480 1.02 0.42 -0.40
H 2.8308 -2.4777 -0.2288 -0.09 -0.60 -0.05
H -1.8070 -2.6611 -0.0531 -0.03 0.10 0.11
H -3.1867 -1.5071 0.2387 -0.50 -1.32 1.12
```
Positions in Å, forces in eV/Å.

The LUMO energy is -0.177 Eh. Its energy is -13556.961 eV. The total charge is +1. Its HOMO energy is -11.00 eV. The energy relative to the best compared isomer or geometry (same formula, charge and spin) is 4.329 eV. The spin multiplicity is 1.

natural (NBO) population analysis, charges in e, atoms 1 to 6: 0.732 0.328 -0.283 0.378 -0.736 -0.638


Density functional theory data (ωB97M-V with the def2-TZVPD basis set) for a cluster of 2 separate species, C8H15N2O in total.

Structure (XYZ):
```
26
Properties=species:S:1:pos:R:3:forces:R:3
C -0.7867 -1.8266 -1.3858 -1.39 0.43 -0.82
C -2.0844 -2.1445 -0.9621 -0.16 0.85 -2.14
C -0.8285 -2.3318 0.8810 4.15 0.68 0.18
C 0.0157 -1.9858 -0.2476 1.80 0.57 0.28
C 1.6552 -0.7816 1.0296 0.91 3.67 1.31
C -1.1786 3.1383 -0.1314 -0.97 0.74 0.70
C 1.1051 2.1804 -0.0286 -3.88 3.38 -0.06
C 1.3895 -1.4971 -0.2062 -1.99 -2.68 1.33
N -2.0151 -2.4076 0.4078 -3.70 -0.64 -1.57
N -0.4184 1.9209 -0.0466 4.35 3.95 -3.26
O 2.2634 -1.7291 -1.1527 1.06 1.34 1.36
H -0.4131 -1.2381 -2.2955 -0.99 -1.57 1.20
H -3.0347 -2.1556 -1.6256 1.70 0.05 1.87
H -0.5310 -2.5920 1.9098 -0.42 0.27 -0.74
H 1.9068 -1.1390 2.0506 -0.24 -1.15 -0.94
H 0.7397 -0.0801 1.2686 2.09 -1.21 -0.72
H 2.5670 -0.1584 0.8115 -0.86 -0.03 0.42
H -1.0163 3.7901 0.7442 -0.02 -0.07 0.06
H -0.8616 3.7998 -0.9856 -0.51 -1.07 0.40
H -2.2870 2.9392 -0.1233 1.13 0.13 -0.42
H 1.4534 2.6364 0.9407 0.18 -1.28 -0.69
H 1.5800 1.4296 -0.5758 1.26 -1.31 -0.03
H -2.8546 -2.6227 0.9498 0.53 -0.14 -0.23
H 1.1434 3.0710 -0.7164 0.32 -0.79 0.50
H -0.7229 1.1693 0.3961 -1.91 -3.51 2.60
H 3.2136 -1.3851 -0.9062 -2.44 -0.66 -0.60
```
Positions in Å, forces in eV/Å.

The LUMO energy is -0.183 Eh. Its energy is -13557.052 eV. The total charge is +1. Its HOMO energy is -11.35 eV. The energy relative to the best compared isomer or geometry (same formula, charge and spin) is 4.238 eV. The spin multiplicity is 1.

natural (NBO) population analysis, charges in e, atoms 1 to 6: -0.215 -0.078 0.048 -0.271 -0.777 -0.416


Density functional theory data (ωB97M-V with the def2-TZVPD basis set) for a cluster of 2 separate species, C8H15N2O10PS in total.

Structure (XYZ):
```
37
Properties=species:S:1:pos:R:3:forces:R:3
C 1.3818 -1.3554 2.6159 0.76 1.28 -1.38
C 2.2666 -0.5640 1.7189 -0.93 -1.48 1.03
C 2.4794 -0.8727 0.0887 -1.85 -0.41 3.06
N 1.8325 0.2878 -0.6330 0.54 -1.02 -2.36
C 0.9868 -0.1404 -1.8099 -0.45 3.48 -6.55
O 1.1107 0.6005 -2.9454 -0.58 -4.49 7.20
O 0.0035 -1.2322 -1.8434 3.15 3.95 1.94
C -0.8617 -1.2498 -0.6539 -1.74 -1.36 2.07
C -2.0434 -0.1149 -0.6317 -7.15 -2.20 -1.62
O -3.3102 -0.5335 -0.9065 8.83 3.05 1.38
N -1.8910 1.3503 -0.2929 1.87 -1.11 -0.17
C -1.0539 1.5921 0.9421 -0.02 0.56 1.30
C -1.4633 2.1917 -1.4744 0.32 0.10 -0.43
P 3.1603 1.3929 -1.1024 3.15 -0.14 -4.48
O 4.0796 0.8223 -2.2792 -3.42 2.23 4.94
O 4.2290 1.6524 0.2927 -3.67 0.74 -1.22
O 2.5149 2.9782 -1.4879 1.74 -1.98 3.07
H 1.8072 -2.0153 3.4953 -0.96 2.68 -0.87
H 0.1969 -1.2913 2.5013 2.67 -1.61 -0.71
H 2.8220 0.3693 2.1615 0.26 -2.72 -0.59
H 1.8848 -1.8868 -0.1157 1.44 2.38 0.17
H 3.6338 -0.9936 -0.1051 -2.36 0.28 0.30
H -0.2728 -1.2294 0.3725 -0.92 0.10 -2.28
H -1.4163 -2.3066 -0.6681 0.57 2.33 0.21
H -0.5226 2.6595 0.9380 -1.25 -2.17 -0.29
H -1.7826 1.5830 1.8813 1.61 -0.10 -1.93
H -0.2017 0.8126 1.1305 -1.53 1.32 -0.45
H -1.8339 1.6568 -2.4531 0.71 1.26 1.92
H -0.2846 2.3248 -1.5266 -2.33 -0.25 -0.04
H -1.9442 3.2581 -1.3638 0.85 -2.03 -0.32
H 3.7532 2.2193 0.9835 0.83 -1.22 -1.22
H 2.7900 3.5985 -0.7244 -0.67 -1.35 -1.77
O -2.9558 -3.1140 0.5378 2.17 0.04 -0.26
S -4.4102 -3.1128 0.7790 -1.40 -0.07 -0.12
O -5.1198 -2.9093 -0.4971 -0.25 0.02 -0.70
O -4.7529 -2.0233 1.7111 0.05 0.80 0.71
O -4.8121 -4.4049 1.3643 -0.03 -0.88 0.43
```
Positions in Å, forces in eV/Å.

The LUMO energy is 0.103 Eh. Its energy is -52109.474 eV. The total charge is -2. Its HOMO energy is 0.59 eV. The spin multiplicity is 1.

natural (NBO) population analysis, charges in e, atoms 1 to 6: -0.411 -0.222 -0.307 -0.815 0.905 -0.601


Density functional theory data (ωB97M-V with the def2-TZVPD basis set) for a cluster of 2 separate species, C8H15N2O2 in total.

Structure (XYZ):
```
27
Properties=species:S:1:pos:R:3:forces:R:3
C -2.1195 1.5853 0.6805 0.11 1.10 0.97
C -0.8943 1.8178 -0.1900 -2.49 3.93 -2.51
C -3.2320 0.8964 0.2942 3.02 1.34 0.37
C -0.0423 -0.3929 -1.0732 -1.56 0.11 0.56
C -4.3565 1.0090 1.2130 -3.31 1.04 -1.05
C 3.4989 -0.4459 0.3405 -0.76 -1.58 0.73
C 3.3855 -2.1091 -1.7626 0.07 -2.12 -0.28
C 3.0326 -0.9438 -1.0137 0.25 1.58 1.55
N -0.3009 0.7297 -0.8462 1.23 -0.88 0.29
N -3.3512 0.2642 -0.9109 -0.59 -1.64 -0.87
O 0.1419 -1.5192 -1.3732 0.69 -0.50 -0.26
O 2.3509 0.0178 -1.5490 1.26 -1.44 -1.52
H -2.2670 2.3222 1.5843 0.63 -1.75 -1.84
H -1.2688 2.4547 -1.1782 0.48 -1.17 2.15
H -5.0629 0.1698 0.9757 0.21 0.86 0.62
H -4.9041 2.0537 0.9621 0.94 -2.48 0.64
H -4.0811 1.0144 2.2619 0.05 -0.09 -0.10
H 3.6369 -1.0829 1.2917 -0.98 0.32 -1.85
H 4.5166 -0.1189 0.2450 0.59 0.72 -0.60
H 2.7838 0.3626 0.4392 0.49 0.42 1.03
H 3.2297 -3.1132 -1.3038 -0.60 0.89 0.28
H 4.4457 -2.2054 -1.8397 1.28 0.54 0.10
H 3.0356 -2.1718 -2.7787 -0.57 0.28 -0.31
H -0.2154 2.6172 0.1903 0.04 -1.36 0.20
H -2.5446 0.1939 -1.5619 -1.10 0.12 1.07
H -4.0103 -0.5491 -0.9522 1.00 1.30 -0.07
H 2.1934 -0.2229 -2.5009 -0.38 0.47 0.69
```
Positions in Å, forces in eV/Å.

The LUMO energy is -0.194 Eh. Its energy is -15604.754 eV. The total charge is +1. Its HOMO energy is -10.42 eV. The energy relative to the best compared isomer or geometry (same formula, charge and spin) is 1.966 eV. The spin multiplicity is 1.

natural (NBO) population analysis, charges in e, atoms 1 to 6: -0.371 -0.267 0.214 0.820 -0.640 -0.729


Density functional theory data (ωB97M-V with the def2-TZVPD basis set) for the molecule C8H15N2O4PS.

Structure (XYZ):
```
31
Properties=species:S:1:pos:R:3:forces:R:3
C -1.8444 -0.4169 1.9418 0.03 -0.31 0.15
C -1.7697 -1.3917 0.7915 -0.25 -0.14 -0.21
C -0.9978 -2.6622 1.0432 -1.20 -0.30 0.43
N -2.3593 -1.2527 -0.3382 1.58 0.54 0.00
P -2.2774 0.2242 -1.2252 -1.33 -0.21 -0.64
C -0.6377 1.0053 -0.8323 -0.24 -0.37 -0.02
C 0.3960 0.4841 -1.8448 0.38 0.07 0.36
C 1.3291 -0.6261 -1.3399 0.18 0.24 -0.60
C 2.0338 -0.3741 -0.0112 -0.68 -0.10 -0.03
S 2.8419 1.2058 0.1539 0.41 -0.14 1.23
O 3.9801 1.0220 1.0073 0.20 -0.12 -0.27
O 1.8992 2.2056 0.5267 -0.35 0.02 -0.56
O 3.3842 1.5106 -1.3089 0.05 -0.01 -0.15
N -3.4896 1.2916 -0.4396 0.61 0.26 0.23
C -3.0301 2.2030 0.2223 0.08 -0.26 0.14
O -2.5661 3.0450 0.8817 -0.24 0.18 -0.02
H -1.7740 -0.9855 2.8673 0.02 0.04 0.10
H -1.0284 0.3046 1.9648 -0.01 0.12 -0.09
H -2.8049 0.0879 1.9369 0.06 0.24 -0.10
H -1.1988 -3.0105 2.0568 0.36 -0.01 0.12
H 0.0686 -2.5009 0.9074 0.11 0.04 -0.01
H -1.3715 -3.4323 0.3749 0.28 0.01 -0.29
H -0.7223 2.0819 -0.9718 -0.27 0.07 -0.02
H -0.3234 0.8723 0.1957 0.13 0.07 0.07
H -0.0988 0.1224 -2.7461 -0.08 -0.05 -0.04
H 1.0145 1.3189 -2.1699 0.02 0.10 0.02
H 0.7931 -1.5754 -1.3284 0.01 -0.09 0.36
H 2.1139 -0.7402 -2.0894 -0.03 -0.11 -0.11
H 2.7632 -1.1433 0.2242 0.25 0.06 -0.17
H 1.3227 -0.3785 0.8154 0.00 0.15 0.12
H 4.3540 1.5050 -1.2661 -0.07 -0.01 -0.01
```
Positions in Å, forces in eV/Å.

The LUMO energy is 0.009 Eh. Its energy is -39832.908 eV. As for the structure (SMILES): CC(C)=NP(CCCCS(=O)(=O)O)N=C=O. Its HOMO energy is -8.75 eV. The energy relative to the best compared isomer or geometry (same formula, charge and spin) is 0.307 eV. The spin multiplicity is 1.

natural (NBO) population analysis, charges in e, atoms 1 to 6: -0.726 0.437 -0.686 -0.807 1.165 -0.783


Density functional theory data (ωB97M-V with the def2-TZVPD basis set) for the ion C8H15N2OS2 with charge +1.

Structure (XYZ):
```
28
Properties=species:S:1:pos:R:3:forces:R:3
C 0.3726 -0.2188 0.0053 2.42 0.85 -1.81
C 1.6629 -0.8330 0.7112 -0.84 1.15 -0.47
C 1.4769 -0.1435 -2.2119 0.77 -0.77 4.93
C -0.5778 0.2730 2.1184 -0.67 -0.45 3.05
C 0.0781 -0.8311 3.0075 -0.73 0.38 -2.56
C 2.7907 0.2114 -1.5131 -2.81 -2.67 1.86
C -0.1222 1.5761 -1.6959 -4.27 0.17 4.01
C -1.4457 -1.6476 0.6357 -1.55 2.11 1.73
N 0.3053 0.2468 -1.3470 2.59 -2.00 1.56
N -0.8515 -0.2201 0.7571 -0.90 0.94 -2.74
O 3.0076 -2.2999 -0.7764 0.18 -3.14 -1.86
S 1.6150 -1.6073 2.2579 -0.93 0.97 -0.34
S 3.2187 -1.0067 -0.2094 -0.96 2.66 1.67
H 1.5238 0.4140 -3.0418 -0.73 1.51 -3.43
H 1.5802 -1.1897 -2.3146 -0.70 -1.27 -0.76
H -1.6057 0.4934 2.6649 2.12 -0.06 -1.30
H 0.1764 1.0990 2.2258 -1.30 -0.21 -1.24
H 0.2878 -0.2092 3.8479 0.36 -0.64 1.31
H -0.7211 -1.5678 3.0535 0.59 -0.41 1.07
H 3.5629 0.2487 -2.1358 3.37 -0.66 -2.99
H 2.8281 1.1411 -1.1326 -0.42 3.43 1.89
H -1.0566 1.3551 -2.1965 -0.61 0.96 -0.24
H -0.3487 2.2966 -0.7531 0.67 -1.67 -2.10
H 0.4588 2.0509 -2.3719 2.29 1.49 -1.82
H -2.1972 -1.6720 1.4112 -0.05 -0.71 0.32
H -1.9156 -1.8889 -0.2618 -1.09 0.99 -1.97
H -0.7333 -2.3982 0.6006 1.99 -1.03 1.17
H -1.4963 0.5184 0.2602 1.18 -1.91 1.08
```
Positions in Å, forces in eV/Å.

The LUMO energy (alpha / beta) is -0.112 / -0.192 Eh. Its energy is -35223.472 eV. The total charge is +1. Its HOMO energy (alpha / beta) is -9.85 / -12.40 eV. The spin multiplicity is 3.

natural (NBO) population analysis, charges in e, atoms 1 to 6: 0.246 -0.550 -0.218 -0.242 -0.532 -0.610